Record 1
{"formula": "C22H26N6O3S", "method": "ωB97M-V with the def2-TZVPD basis set", "e_above_lowest_kcal_mol": 0.00, "homo_energy_ha": -0.307, "elements": ["C", "O", "C", "C", "C", "C", "C", "C", "N", "C", "C", "O", "N", "C", "C", "C", "C", "C", "C", "O", "C", "N", "N", "N", "C", "C", "C", "C", "C", "S", "N", "C", "H", "H", "H", "H", "H", "H", "H", "H", "H", "H", "H", "H", "H", "H", "H", "H", "H", "H", "H", "H", "H", "H", "H", "H", "H", "H"], "coordinates": [[2.675821, -2.206695, -4.157944], [1.609719, -2.761370, -3.420489], [1.400543, -2.325042, -2.153359], [0.225417, -2.765942, -1.541920], [-0.082183, -2.358196, -0.262670], [0.765603, -1.509499, 0.430636], [1.937211, -1.068446, -0.163092], [2.910423, -0.175067, 0.579581], [2.305764, 0.867836, 1.388659], [2.235338, 0.676323, 2.831831], [0.894453, 0.102641, 3.330746], [0.833778, -0.957549, 3.920455], [-0.147882, 0.893697, 3.054528], [-1.526012, 0.525873, 3.296140], [-2.265098, 0.300913, 1.956572], [-3.395653, 1.333554, 1.914297], [-2.913568, 2.447723, 2.838911], [-2.274699, 1.673613, 3.988284], [1.855200, 2.040582, 0.910090], [1.309253, 2.868187, 1.623774], [2.094598, 2.379211, -0.562762], [1.349098, 1.556594, -1.462774], [1.802500, 1.211035, -2.641080], [0.877957, 0.540337, -3.225967], [-0.162041, 0.483202, -2.363017], [-1.374474, -0.214966, -2.638269], [-1.656076, -0.953803, -3.756421], [-2.929546, -1.546421, -3.701407], [-3.593240, -1.251221, -2.550534], [-2.679988, -0.244079, -1.504467], [0.125225, 1.134505, -1.237679], [2.258490, -1.486131, -1.449851], [2.586706, -1.118019, -4.215849], [3.646152, -2.480705, -3.730874], [2.592770, -2.632705, -5.156375], [-0.428038, -3.417830, -2.099391], [-0.993386, -2.697638, 0.205149], [0.513554, -1.209018, 1.431568], [3.498281, -0.805984, 1.253761], [3.607454, 0.272680, -0.136900], [2.382877, 1.651857, 3.306522], [3.028896, -0.004072, 3.142375], [0.019554, 1.781118, 2.595107], [-1.496294, -0.377449, 3.910032], [-1.572032, 0.468845, 1.130880], [-2.642454, -0.716091, 1.871396], [-4.315655, 0.901983, 2.311438], [-3.589662, 1.680061, 0.901011], [-3.720824, 3.098955, 3.170285], [-2.162928, 3.056237, 2.332700], [-1.602922, 2.281130, 4.592689], [-3.050366, 1.266223, 4.637316], [3.149371, 2.296074, -0.836517], [1.777879, 3.422490, -0.683112], [-0.959957, -1.061592, -4.567298], [-3.335121, -2.165545, -4.481124], [-4.573258, -1.566493, -2.251623], [3.173469, -1.135910, -1.903966]], "forces_ev_per_angstrom": [[0.200, 0.140, -0.112], [-0.264, -0.087, 0.094], [-0.164, -0.114, 0.330], [0.231, -0.067, -0.209], [0.095, -0.020, 0.039], [0.116, 0.034, 0.043], [-0.044, -0.192, -0.017], [0.110, -0.293, -0.326], [0.094, -0.092, 0.258], [-0.121, -0.018, 0.435], [0.550, 0.432, -0.064], [0.027, -0.409, 0.125], [-0.298, 0.289, -0.045], [0.010, -0.290, 0.194], [-0.133, -0.047, 0.021], [0.025, 0.053, -0.069], [-0.182, -0.087, 0.102], [0.031, 0.063, -0.045], [0.047, 0.039, -0.279], [-0.051, 0.316, -0.045], [0.221, 0.723, 0.365], [-0.407, -0.488, -0.474], [0.907, 0.431, -0.129], [-0.360, -0.180, -0.411], [0.859, 0.646, 0.532], [-0.960, -0.333, -0.047], [0.296, 0.386, 0.356], [-0.299, -0.105, 0.107], [0.120, 0.146, 0.189], [0.173, -0.173, -0.560], [-0.598, -0.078, 0.014], [0.139, -0.142, -0.071], [0.033, -0.078, 0.000], [-0.034, 0.002, -0.007], [0.058, 0.045, 0.046], [-0.109, -0.067, -0.076], [-0.107, -0.053, 0.037], [-0.078, 0.012, 0.122], [0.019, 0.200, -0.068], [-0.020, -0.086, 0.072], [0.037, -0.142, -0.036], [-0.134, 0.042, -0.056], [0.212, -0.098, 0.012], [-0.019, 0.146, -0.088], [0.056, -0.063, 0.017], [0.034, -0.100, -0.069], [-0.086, 0.014, -0.003], [-0.107, 0.004, -0.052], [0.023, 0.115, -0.030], [0.050, 0.106, -0.055], [0.000, -0.048, 0.111], [-0.055, -0.003, 0.041], [-0.154, -0.029, 0.007], [0.104, -0.244, 0.086], [0.162, -0.026, -0.148], [-0.100, -0.107, -0.110], [-0.212, -0.085, 0.026], [0.057, 0.058, -0.079]], "mulliken_charge": [-0.8017, -0.4930, 0.3973, -0.5023, -0.8567, 0.4447, 0.1287, -1.4445, 0.3308, -1.0857, 0.3946, -0.6967, 0.1188, -0.3122, 0.2573, -0.5005, -0.6758, -1.0036, 1.0747, -0.7413, -1.2670, 1.3022, -1.0187, -0.1721, 0.3349, 0.3417, -0.7490, -0.5992, -0.4530, 0.0797, -0.5820, -0.5438, 0.3032, 0.3184, 0.2721, 0.4682, 0.4604, 0.4613, 0.4876, 0.3535, 0.4411, 0.4447, 0.3394, 0.4585, -0.3777, 0.2086, 0.3471, 0.2946, 0.4217, 0.2493, 0.3730, 0.3508, 0.4435, 0.3713, 0.5020, 0.4329, 0.4945, 0.3733]}

Record 2
{"formula": "C18H25N3O4", "method": "ωB97M-V with the def2-TZVPD basis set", "e_above_lowest_kcal_mol": 394.10, "homo_energy_ha": -0.288, "elements": ["C", "H", "O", "C", "C", "C", "C", "C", "C", "N", "C", "O", "N", "C", "C", "H", "H", "C", "H", "C", "H", "C", "O", "N", "H", "C", "H", "H", "C", "C", "H", "C", "H", "C", "H", "H", "O", "H", "H", "H", "H", "H", "H", "H", "H", "H", "H", "H", "H", "H"], "coordinates": [[-5.582266, -1.379291, 0.780513], [-5.465379, -2.469590, 0.827620], [-4.151863, -0.927286, 0.354686], [-3.981245, 0.280356, 0.126557], [-4.941134, 1.156905, 0.059520], [-4.633815, 2.556615, 0.014450], [-3.355065, 2.805756, -0.178914], [-2.345150, 1.939066, -0.531149], [-2.747397, 0.631648, -0.256105], [-1.779604, -0.525053, -0.208184], [-0.536059, -0.287736, -0.442812], [0.066291, 0.613734, -0.844496], [0.137274, -1.886062, -0.481442], [-0.525029, -2.873442, -0.027472], [0.571391, -4.008100, -0.243696], [0.150524, -5.014062, -0.260938], [1.119597, -4.209659, 0.901770], [1.505375, -3.455449, -1.062594], [2.657975, -3.677772, -1.091124], [1.460192, -1.866968, -0.697317], [1.645790, -1.277184, -1.770859], [2.402088, -1.456659, 0.438790], [3.308924, -2.241459, 0.783127], [2.357056, -0.225042, 0.845425], [1.736018, 0.480979, -0.047699], [3.448394, 0.380018, 1.545998], [2.911827, 0.390658, 2.524175], [4.223589, -0.186108, 1.670984], [3.818048, 1.632671, 1.064612], [2.843493, 2.714849, 0.891650], [2.911548, 3.620978, 1.546906], [3.007183, 3.290457, -0.708651], [2.156767, 3.718608, -1.026988], [3.589410, 1.968312, -1.322295], [4.206545, 2.276303, -2.154055], [2.841616, 1.633878, -1.590325], [4.458871, 1.458679, -0.516799], [3.775911, 4.137798, -0.293014], [1.798179, 2.353061, 0.900705], [4.610124, 2.143587, 1.681797], [1.272815, -3.663366, -1.999354], [-1.160640, -2.854863, 1.159579], [-1.405629, -3.231712, -0.793186], [-2.324323, -1.496023, 0.031353], [-1.402668, 2.194198, -0.725427], [-2.807786, 3.886196, -0.552627], [-5.233445, 3.321514, 0.055498], [-5.865686, 0.980207, 0.489079], [-6.294783, -1.033711, -0.219711], [-6.100703, -0.837670, 1.671805]], "forces_ev_per_angstrom": [[-0.692, 1.990, -3.257], [-0.266, 0.618, 0.275], [-3.969, -7.677, 3.149], [0.583, 2.375, -1.489], [-2.465, 5.766, 1.253], [1.846, -5.457, -0.392], [5.403, 6.162, -3.773], [-4.531, -3.861, 2.577], [6.105, -0.895, -0.837], [-5.901, 0.547, 0.967], [0.262, -9.264, -0.047], [2.697, 3.822, -0.961], [-2.269, 12.025, -0.204], [-5.278, -7.508, 1.871], [-2.296, -3.214, 9.901], [-0.026, 0.163, -1.280], [-1.374, 1.005, -2.691], [8.203, 3.569, -0.265], [-2.188, -0.451, 0.986], [2.339, -2.067, -4.202], [0.174, -1.057, 2.932], [2.714, -3.298, -1.604], [-1.250, 0.544, 0.176], [-3.392, 4.379, -4.814], [2.247, -2.699, 3.763], [-6.108, -0.005, 2.296], [1.343, 1.060, 0.333], [4.360, -3.896, 0.252], [3.216, 4.656, -2.394], [-3.029, 1.576, -2.540], [0.160, -1.198, -0.322], [5.741, -0.383, 6.020], [-3.017, 1.276, -1.407], [10.271, 11.374, 1.625], [-0.176, 0.079, -1.097], [-12.891, -7.904, -4.628], [1.364, -2.650, 6.580], [-1.301, -1.748, -2.421], [0.339, 0.067, 0.489], [-0.002, -1.309, -0.871], [-1.297, 0.121, -4.864], [2.140, -0.019, -2.912], [1.070, 0.875, 1.635], [2.562, 3.103, -0.831], [3.285, 1.027, -0.922], [-2.621, -2.051, 1.767], [-3.859, 3.582, 0.467], [-1.925, -0.775, 0.159], [1.979, -1.341, 2.851], [1.720, -1.036, -1.301]], "mulliken_charge": [-0.7797, 0.2939, -0.5132, 1.4608, -0.5988, -1.0705, -0.3588, -1.0993, -0.3032, -0.0056, 0.6176, -0.7141, 0.2358, -0.5431, -0.5820, 0.5398, 0.1550, -0.9817, 0.2828, 0.0005, 0.0904, 0.3807, -0.7549, 0.0760, 0.1428, -1.2869, 0.3292, 0.6540, 0.1699, -0.6297, 0.4269, -0.6638, 0.4566, -0.7356, 0.5065, 0.4093, -0.4963, 0.3093, 0.1752, 0.3304, 0.4864, 0.2349, 0.3212, 0.4400, 0.8645, 0.0996, 0.6209, 0.4070, 0.3126, 0.2866]}

Record 3
{"formula": "C20H23BrF3NO10PS", "method": "ωB97M-V with the def2-TZVPD basis set", "total_charge": 1, "homo_energy_ha": -0.443, "elements": ["C", "C", "C", "C", "S", "C", "C", "C", "P", "C", "C", "N", "C", "C", "O", "Br", "H", "H", "H", "H", "H", "H", "H", "H", "H", "H", "H", "H", "H", "H", "C", "C", "O", "C", "O", "O", "F", "H", "H", "H", "C", "C", "O", "C", "O", "O", "F", "H", "H", "H", "C", "C", "O", "C", "O", "O", "F", "H", "H", "H"], "coordinates": [[-3.834404, 5.359640, 1.580722], [-3.791532, 4.034227, 1.606047], [-2.523617, 3.304548, 1.350050], [-1.750769, 2.861134, 2.406645], [-2.221538, 3.178157, 4.087083], [-0.559519, 2.192727, 2.141984], [-0.159418, 1.996512, 0.830552], [-0.928376, 2.446457, -0.212988], [-0.414658, 2.191526, -1.972774], [0.822492, 0.864762, -1.802604], [0.692673, 3.644204, -2.180437], [-2.105637, 3.073098, 0.070721], [-2.950901, 3.516043, -1.044287], [-2.428969, 4.795814, -1.670352], [-1.913751, 5.676070, -1.057005], [-2.712010, 4.900192, -3.561858], [-4.678651, 5.913177, 1.968989], [-2.999201, 5.934799, 1.200067], [-4.668895, 3.445940, 1.852709], [-3.000530, 2.102712, 4.263847], [0.057130, 1.842973, 2.960403], [0.777339, 1.498297, 0.631233], [1.759399, 1.265110, -1.407223], [1.033622, 0.483549, -2.800349], [0.484619, 0.061686, -1.154611], [0.140552, 4.565693, -2.345119], [1.291132, 3.771933, -1.274117], [1.375055, 3.436731, -3.002618], [-3.025247, 2.727753, -1.789152], [-3.951983, 3.730520, -0.676956], [-0.521964, -4.497440, -1.298752], [-0.339630, -4.143724, -2.758524], [0.338614, -2.897184, -2.679896], [1.032083, -2.875188, -1.510058], [1.885196, -2.091786, -1.251794], [0.615738, -3.866203, -0.697886], [-1.518823, -3.968718, -3.399107], [-1.432789, -4.057994, -0.889288], [-0.510895, -5.567328, -1.114837], [0.272786, -4.849325, -3.320163], [-0.650005, -9.724958, -1.160397], [0.562805, -10.053941, -0.312872], [1.581934, -9.294631, -0.942014], [1.002780, -8.231546, -1.550110], [1.582707, -7.284078, -1.961947], [-0.341084, -8.399680, -1.612522], [0.885033, -11.362916, -0.359181], [-0.717522, -10.395533, -2.017431], [-1.585961, -9.732851, -0.610339], [0.485732, -9.746731, 0.731435], [3.864927, 4.720861, 2.551277], [4.910149, 3.700523, 2.958428], [4.162171, 2.829537, 3.797025], [2.869574, 2.887130, 3.418369], [2.027760, 2.119162, 3.755915], [2.659799, 3.939142, 2.593086], [5.916624, 4.247260, 3.665175], [3.800928, 5.525173, 3.284240], [4.017632, 5.135431, 1.559642], [5.329293, 3.121551, 2.133924]], "forces_ev_per_angstrom": [[0.094, -0.004, 0.020], [-0.083, 0.267, -0.226], [-0.165, 0.137, -0.414], [0.171, -0.432, 0.080], [0.017, 0.201, 0.273], [-0.150, -0.031, -0.005], [0.113, -0.044, 0.417], [0.206, 0.103, -0.126], [-0.425, -0.149, -0.613], [0.340, 0.420, 0.224], [0.116, 0.039, 0.663], [-0.155, 0.086, 0.225], [-0.152, -0.199, -0.348], [0.174, 0.567, 0.261], [-0.127, -0.503, -0.226], [-0.107, 0.005, 0.063], [-0.197, -0.090, -0.318], [0.117, 0.043, 0.296], [0.142, -0.055, 0.372], [-0.004, -0.086, -0.123], [-0.002, 0.088, -0.034], [0.000, -0.015, -0.024], [0.015, -0.136, 0.065], [-0.108, -0.158, 0.037], [-0.057, -0.149, -0.175], [0.067, -0.019, -0.231], [0.074, 0.016, -0.070], [-0.144, 0.061, -0.171], [0.148, -0.007, 0.045], [0.006, 0.050, 0.045], [0.011, -0.207, 0.095], [-0.062, 0.065, 0.028], [0.162, -0.113, -0.075], [-0.009, -0.104, -0.022], [-0.066, 0.149, 0.084], [-0.055, 0.000, 0.006], [-0.006, 0.101, 0.041], [-0.052, 0.037, -0.139], [0.193, 0.017, 0.051], [-0.071, -0.034, -0.047], [-0.106, -0.019, 0.012], [0.017, -0.038, -0.116], [-0.019, 0.139, 0.198], [0.019, -0.165, -0.080], [-0.058, 0.169, -0.062], [-0.035, -0.013, 0.059], [0.031, 0.008, -0.078], [0.064, -0.059, 0.027], [0.007, 0.160, 0.006], [0.017, -0.091, 0.034], [-0.010, 0.068, -0.069], [-0.045, 0.068, 0.093], [0.056, -0.153, -0.194], [0.029, 0.075, 0.158], [0.007, 0.000, -0.017], [0.058, 0.028, -0.067], [-0.048, 0.012, 0.079], [0.075, -0.023, 0.049], [-0.114, -0.102, -0.056], [0.086, 0.019, 0.024]], "mulliken_charge": [-0.6455, -1.3414, 1.0221, -0.0980, -0.1637, -0.5111, -0.3675, 0.3797, 0.0836, -1.1298, -1.0212, 0.1745, -1.3287, 0.4065, -0.4194, -0.0446, 0.3506, 0.2556, 0.4506, 0.2028, 0.7275, 0.5300, 0.4158, 0.4668, 0.2537, 0.3258, 0.2704, 0.4218, 0.6970, 0.6403, -0.1938, 0.3787, -0.3283, 0.7009, -0.5315, -0.3315, -0.2879, 0.2965, -0.0157, 0.3113, -0.3823, 0.2897, -0.3051, 0.6746, -0.4786, -0.3257, -0.2756, 0.2828, 0.2561, 0.2822, -0.4069, 0.2869, -0.3193, 0.6573, -0.5080, -0.2911, -0.2731, 0.2775, 0.2655, 0.2901]}

no.,LUMO level (eV),orbital gap (eV)
1,0.43,8.793
2,0.33,8.165
3,-3.76,8.288